[1]
C24H72As2F12N7O9 | ωB97M-V/def2-TZVPD

XYZ file:
```
126
Properties=species:S:1:pos:R:3:forces:R:3
C -1.093 2.671 -4.749 0.369 0.204 -0.598
C -2.408 3.335 -4.517 -1.027 -1.910 -0.307
C -2.636 3.726 -3.100 0.164 0.345 -1.265
O -3.916 4.286 -3.042 0.651 -2.212 -3.072
C -4.097 4.784 -1.816 -2.014 2.770 1.691
N -2.761 4.467 -5.474 0.859 -1.323 0.760
H -1.972 5.095 -5.529 0.030 0.674 -0.109
H -2.926 4.043 -6.376 -0.130 0.185 -0.485
H -3.603 4.880 -5.101 -0.470 0.638 0.157
H -1.064 2.286 -5.769 0.197 -0.190 -0.007
H -1.068 1.843 -4.040 0.352 -0.022 0.008
H -0.226 3.316 -4.607 0.018 0.029 0.208
H -3.144 2.564 -4.744 -0.355 0.125 -0.204
H -1.864 4.483 -2.965 0.155 0.242 1.180
H -2.555 2.861 -2.441 0.557 0.055 0.142
H -5.003 5.378 -1.939 0.065 0.606 0.441
H -3.230 5.433 -1.701 -0.215 0.173 1.568
H -4.403 4.095 -1.028 0.977 -0.436 0.145
C -0.550 -1.093 -3.229 0.252 0.206 -1.235
C -0.331 -2.557 -3.676 -0.835 1.930 1.908
C 0.869 -3.009 -2.896 0.961 -0.813 0.074
O 1.097 -4.391 -3.001 0.528 -1.044 -1.424
C 1.803 -4.825 -4.233 -0.269 0.281 0.653
N -1.587 -3.323 -3.211 1.289 1.117 -1.621
H -1.548 -4.247 -3.616 -0.500 -0.468 0.320
H -1.678 -3.280 -2.206 0.529 -0.732 1.921
H -2.381 -2.760 -3.480 -0.430 -0.321 -0.819
H 0.347 -0.599 -3.602 -0.128 0.467 -0.018
H -0.615 -0.795 -2.183 -0.014 -0.929 0.049
H -1.417 -0.662 -3.729 -0.100 0.122 -0.246
H -0.255 -2.589 -4.763 -0.107 -0.427 0.116
H 0.761 -2.700 -1.856 -0.518 -0.610 0.309
H 1.789 -2.464 -3.107 -0.040 0.309 -0.859
H 2.700 -4.236 -4.427 0.121 0.082 0.456
H 1.241 -4.788 -5.166 -0.758 0.429 0.153
H 2.069 -5.880 -4.163 0.027 0.186 0.665
C 4.489 0.322 -2.669 -0.307 0.024 -0.711
C 4.068 1.630 -2.069 1.593 1.166 0.860
C 3.005 2.497 -2.756 -1.197 -1.683 -0.293
O 3.192 3.840 -2.504 0.421 2.462 -0.415
C 2.807 4.726 -3.616 0.047 -1.372 0.194
N 3.803 1.431 -0.578 -0.760 0.963 -1.289
H 3.147 0.677 -0.434 -0.473 -0.698 0.537
H 4.666 1.355 -0.059 0.171 -0.619 0.067
H 3.361 2.304 -0.329 -0.747 0.195 0.815
H 4.710 0.512 -3.720 0.105 -0.204 -0.042
H 3.675 -0.400 -2.612 -0.052 -0.053 0.013
H 5.365 -0.131 -2.204 -0.051 0.176 0.141
H 4.875 2.344 -1.908 0.680 -0.150 -1.023
H 2.050 2.103 -2.409 -0.561 0.357 0.399
H 2.913 2.372 -3.835 0.792 -0.641 -0.221
H 3.306 5.690 -3.713 0.168 -0.069 1.226
H 1.725 4.857 -3.593 -0.047 0.136 -0.004
H 3.097 4.261 -4.558 -0.187 -0.435 -0.106
C -4.978 0.855 0.136 0.064 -0.230 0.407
C -4.453 -0.509 0.553 -1.452 -0.843 -0.213
C -4.491 -0.806 2.039 -1.248 0.142 0.634
O -5.838 -0.602 2.544 0.742 0.696 -2.055
C -5.961 -0.131 3.853 -0.670 -0.760 0.431
N -5.355 -1.614 -0.123 0.230 1.423 0.124
H -6.242 -1.800 0.324 -0.193 0.110 0.842
H -5.614 -1.315 -1.052 0.230 -0.017 -0.476
H -4.799 -2.456 -0.165 0.545 -1.166 -0.204
H -5.019 0.868 -0.954 0.188 0.466 -0.037
H -4.305 1.605 0.550 0.243 0.051 -0.414
H -5.963 1.106 0.531 -0.082 -0.399 0.037
H -3.478 -0.703 0.107 0.226 0.063 0.299
H -3.755 -0.154 2.510 0.006 -0.083 0.195
H -4.354 -1.860 2.279 1.001 -0.085 -0.275
H -5.684 0.908 4.032 0.473 -0.003 -0.225
H -5.442 -0.852 4.484 0.114 0.380 0.597
H -7.031 -0.208 4.046 0.057 0.019 0.299
C 1.815 -3.862 3.802 -0.409 0.236 -0.653
C 0.464 -3.817 2.960 0.917 1.125 0.823
C -0.661 -2.956 3.724 -0.177 -0.120 -0.593
O -0.384 -1.542 3.562 1.155 -1.738 -0.517
C -1.252 -0.681 4.193 -0.786 -0.153 1.852
N 0.765 -3.115 1.654 -0.601 0.482 1.435
H 0.675 -2.118 1.788 -0.008 1.176 0.167
H 1.713 -3.265 1.340 0.490 -0.622 -0.625
H 0.042 -3.332 0.982 -0.302 -0.372 -0.986
H 2.124 -2.848 4.057 -0.318 0.112 0.273
H 2.689 -4.225 3.262 -0.369 -0.192 -0.636
H 1.814 -4.495 4.690 -0.703 0.185 0.063
H 0.193 -4.813 2.610 -0.554 0.028 0.746
H -0.786 -3.329 4.740 1.079 0.429 0.659
H -1.708 -3.089 3.453 0.007 -0.399 -1.289
H -1.252 -0.896 5.261 0.419 0.177 0.606
H -2.315 -0.851 4.020 -0.182 0.045 -0.998
H -0.983 0.369 4.074 0.072 -0.254 -0.540
C 4.330 0.312 5.080 -0.321 -0.555 0.233
C 3.505 1.617 5.096 1.405 -1.166 -1.178
C 2.373 1.614 4.101 -0.009 0.598 0.704
O 1.901 2.963 4.122 -0.713 -1.898 0.731
C 0.822 3.008 3.170 0.762 0.932 -0.657
N 3.052 1.968 6.487 0.200 0.700 0.261
H 3.754 2.512 6.969 0.863 -0.179 0.237
H 2.292 2.633 6.528 -0.991 0.129 -0.757
H 2.824 1.182 7.079 -0.118 -0.555 0.014
H 3.985 -0.472 5.754 -0.359 0.250 0.503
H 5.394 0.413 5.290 -0.098 0.344 -0.121
H 4.204 -0.220 4.137 0.212 0.440 -0.357
H 4.161 2.425 4.773 -0.072 0.169 0.304
H 1.635 0.840 4.311 -0.672 0.175 0.624
H 2.660 1.257 3.112 0.680 0.469 -0.254
H 0.239 2.091 3.091 0.064 0.048 0.211
H 1.395 3.145 2.253 -0.964 0.055 -0.580
H 0.194 3.870 3.395 0.072 -0.108 -0.076
N -2.515 -3.904 0.185 4.163 -1.879 -0.999
O -3.512 -3.756 -0.436 -6.492 0.988 -1.460
O -1.520 -3.413 -0.421 2.228 0.480 1.071
O -2.399 -4.674 1.119 0.089 0.648 1.150
As 0.094 0.682 0.091 -0.587 1.732 1.216
F -1.054 1.665 1.160 -0.735 0.151 0.731
F -0.855 1.352 -1.346 -0.833 0.334 -1.484
F 1.243 -0.108 -1.032 1.521 -1.001 -1.318
F 0.940 -0.030 1.543 0.955 -0.331 1.011
F -0.913 -0.764 0.181 -1.459 -1.632 -0.226
F 1.228 2.153 0.084 1.235 1.125 -0.080
As 4.550 -2.781 0.462 1.390 -0.830 0.440
F 3.516 -1.297 0.174 0.993 -1.734 0.446
F 4.685 -3.052 -1.288 0.121 0.879 1.323
F 5.623 -4.201 0.741 -1.382 1.791 -0.201
F 4.258 -2.663 2.273 0.125 0.181 -2.227
F 3.121 -3.890 0.345 0.701 1.199 0.545
F 5.997 -1.681 0.596 -1.965 -1.142 -0.337
```
Forces are in eV/Å.

Output
Lowest unoccupied orbital energy (alpha / beta) ... -4.48 / -4.49 eV
Kohn-Sham gap (alpha / beta) ... 3.2432 / 8.5896 eV
Net charge ... +2
⟨S²⟩ ... 0.752
2S+1 ... 2
HOMO level (alpha / beta) ... -7.72 / -13.08 eV

=====

[2]
C3H5O3Ru | ωB97M-V/def2-TZVPD

XYZ file:
```
12
Properties=species:S:1:pos:R:3:forces:R:3
H -0.375 2.297 -0.625 0.502 -0.150 0.376
C -0.009 1.338 -0.238 0.484 0.949 1.399
C -0.808 0.240 -0.772 0.980 -0.273 -0.432
O -0.012 -0.927 -1.106 -0.187 -0.610 0.325
C 0.223 -1.684 -0.064 1.544 -0.091 -1.829
O 0.932 -2.733 -0.446 -1.152 1.316 0.647
Ru -0.897 -0.483 1.478 -1.610 -1.194 1.329
O -0.253 1.459 1.415 -0.352 0.146 -1.687
H 1.068 1.178 -0.092 -0.302 0.228 -1.206
H 0.363 2.088 1.797 0.319 0.238 0.243
H -1.373 0.497 -1.673 -0.336 -0.238 0.642
H 1.141 -3.271 0.326 0.111 -0.321 0.193
```
Forces are in eV/Å.

Output
Lowest unoccupied orbital energy (alpha / beta) ... -4.46 / -7.17 eV
Kohn-Sham gap (alpha / beta) ... 6.2831 / 7.6741 eV
Net charge ... +1
⟨S²⟩ ... 12.010
2S+1 ... 7
HOMO level (alpha / beta) ... -10.75 / -14.84 eV

=====

[3]
C6H11N | ωB97M-V/def2-TZVPD

XYZ file:
```
18
Properties=species:S:1:pos:R:3:forces:R:3
C 0.189 1.051 2.279 0.292 -0.135 -0.418
C -0.660 -0.100 1.749 -0.801 -0.784 0.128
C 0.078 -1.043 0.791 0.480 0.879 -0.724
C 0.259 -0.410 -0.579 -0.140 -0.566 0.782
C -0.429 -0.864 -1.618 0.230 0.499 -1.358
N -0.331 -0.414 -2.990 -0.010 -0.239 0.590
C 0.364 0.594 -3.277 -0.042 0.270 -0.744
H 1.226 0.927 1.966 0.114 -0.003 -0.086
H -0.147 1.996 1.849 0.028 0.118 0.400
H 0.227 1.064 3.365 -0.269 0.317 0.039
H -1.098 -0.683 2.571 0.367 0.023 -0.008
H -1.546 0.260 1.225 0.022 0.237 -0.070
H 1.085 -1.201 1.183 -0.046 -0.414 0.161
H -0.413 -1.989 0.600 -0.207 -0.216 0.491
H 0.999 0.389 -0.619 -0.249 -0.050 -0.343
H -1.136 -1.689 -1.595 0.143 0.071 0.590
H 0.906 1.214 -2.570 0.101 0.104 0.278
H 0.429 0.898 -4.330 -0.012 -0.112 0.293
```
Forces are in eV/Å.

Output
Lowest unoccupied orbital energy ... 0.72 eV
Kohn-Sham gap ... 9.9001 eV
2S+1 ... 1
HOMO level ... -9.18 eV

=====

[4]
C12H40N3O6 | ωB97M-V/def2-TZVPD

XYZ file:
```
61
Properties=species:S:1:pos:R:3:forces:R:3
O -24.379 -14.067 13.320 -1.343 -1.089 -0.191
H -23.760 -14.466 13.936 0.729 -1.459 1.653
H -23.839 -13.897 12.545 1.249 0.184 -1.963
H -24.691 -13.248 13.713 -0.680 1.705 0.621
C -17.452 -16.148 12.812 -0.271 0.179 -0.054
C -18.348 -17.183 12.066 -0.366 3.285 0.849
C -19.352 -16.497 11.040 -0.051 -0.422 0.388
O -20.614 -15.953 11.550 2.074 0.347 0.073
C -21.345 -16.889 12.248 -1.623 -0.383 0.010
N -17.497 -18.070 11.340 -0.377 -0.637 -0.165
H -16.979 -16.549 13.709 0.100 -0.440 -0.134
H -17.977 -15.273 13.196 -0.473 -0.004 -0.205
H -16.662 -15.759 12.170 -0.023 -0.185 -0.180
H -18.914 -17.682 12.852 -0.424 -0.167 -0.079
H -19.580 -17.308 10.347 -0.419 -0.046 -0.260
H -18.951 -15.681 10.439 0.435 -0.110 0.345
H -22.322 -16.444 12.438 -0.185 0.055 0.010
H -20.996 -17.175 13.240 0.562 -0.183 -0.147
H -21.534 -17.728 11.578 0.065 -0.586 0.374
H -18.142 -18.763 10.987 0.222 -0.558 -0.583
H -16.986 -18.567 12.056 0.605 -0.202 -0.095
C -21.901 -14.977 17.395 0.590 0.715 1.265
C -22.407 -14.423 16.060 -0.437 -0.573 1.354
C -21.304 -13.818 15.190 -0.321 -0.084 0.257
O -21.867 -12.884 14.260 0.229 -0.349 0.532
C -21.084 -11.755 13.907 0.046 0.181 -1.067
N -23.174 -15.491 15.446 0.381 -1.016 -2.169
H -21.323 -15.900 17.449 0.079 -0.259 -1.180
H -22.712 -15.218 18.081 -0.312 0.390 -0.103
H -21.227 -14.299 17.919 -0.225 0.415 0.087
H -23.166 -13.652 16.193 0.346 0.471 0.596
H -20.751 -14.627 14.713 0.085 -0.037 -0.515
H -20.603 -13.363 15.889 0.021 0.469 -0.145
H -21.683 -11.119 13.255 -0.584 0.124 0.485
H -20.280 -11.968 13.203 0.535 -0.655 0.382
H -20.697 -11.157 14.732 -0.141 -0.261 0.262
H -23.827 -15.999 16.026 -0.685 0.953 0.641
H -22.534 -16.264 15.340 0.564 -0.194 -0.793
C -28.596 -15.401 11.572 -1.058 0.743 1.057
C -27.184 -15.071 11.133 -0.073 -0.373 -0.206
C -26.151 -16.201 11.439 -0.898 -0.729 -0.819
O -26.140 -16.587 12.809 0.254 1.430 0.249
C -25.213 -17.622 13.054 -0.728 -0.186 -0.197
N -27.322 -14.775 9.699 1.204 -0.388 -0.542
H -29.266 -14.551 11.441 0.276 0.589 -0.171
H -28.765 -15.613 12.628 0.517 -0.455 -0.002
H -29.130 -16.129 10.961 0.736 -0.535 -0.053
H -26.729 -14.152 11.502 -0.526 0.049 1.308
H -25.170 -15.966 11.026 0.499 0.631 0.467
H -26.378 -17.091 10.852 -0.616 -0.202 -0.244
H -24.257 -17.395 12.583 0.045 -0.375 -0.319
H -25.724 -18.521 12.707 0.745 -0.490 -0.397
H -25.014 -17.799 14.111 -0.337 0.541 0.194
H -26.541 -14.173 9.480 0.312 -0.108 -0.585
H -28.112 -14.172 9.519 -0.396 -0.188 0.281
O -25.056 -11.883 14.431 -0.014 0.080 0.146
H -25.019 -11.874 15.388 0.052 -0.068 0.357
H -25.409 -11.025 14.196 -0.165 0.209 -0.323
O -22.756 -14.098 11.386 -0.680 0.567 -0.150
H -22.041 -14.735 11.376 0.777 -0.583 -0.039
H -22.361 -13.289 11.063 0.099 0.266 -0.166
```
Forces are in eV/Å.

Output
Lowest unoccupied orbital energy ... -2.59 eV
Kohn-Sham gap ... 8.8721 eV
Net charge ... +1
2S+1 ... 1
HOMO level ... -11.46 eV

=====

[5]
CHCl3S | ωB97M-V/def2-TZVPD

XYZ file:
```
6
Properties=species:S:1:pos:R:3:forces:R:3
C 0.298 0.418 -0.045 0.030 -1.569 0.540
S -1.260 0.486 0.755 1.339 1.164 1.307
Cl 0.838 -2.088 0.545 -0.299 1.660 -0.503
Cl 1.715 1.174 0.520 -0.723 -0.107 0.486
Cl 0.219 0.371 -1.716 0.107 -0.350 -0.948
H -1.810 -0.360 -0.059 -0.455 -0.798 -0.882
```
Forces are in eV/Å.

Output
Lowest unoccupied orbital energy (alpha / beta) ... -2.16 / -2.16 eV
Kohn-Sham gap (alpha / beta) ... 7.2649 / 7.2689 eV
2S+1 ... 1
HOMO level (alpha / beta) ... -9.43 / -9.43 eV

=====

[6]
C5H7NO2 | ωB97M-V/def2-TZVPD

XYZ file:
```
15
Properties=species:S:1:pos:R:3:forces:R:3
C 1.024 2.637 -0.151 -0.283 2.332 4.526
C 0.332 1.305 -0.015 5.492 4.030 2.955
C 0.592 0.427 1.048 0.981 -4.023 -0.331
C 0.092 -0.830 0.582 0.591 1.924 1.381
C -0.421 0.804 -0.886 -6.939 -2.198 -6.049
H 1.136 3.285 -1.028 -0.047 -1.277 -0.379
H 2.231 2.566 0.462 -4.167 0.595 -1.697
H 0.079 3.325 0.445 3.481 -1.205 -0.891
H 1.411 0.379 1.751 0.044 0.631 -0.017
H 0.529 -3.012 0.445 -0.429 4.489 1.476
H -2.353 -1.332 -1.036 2.689 -1.384 -0.115
H -1.110 1.354 -1.635 1.525 -1.205 1.141
N -0.836 -0.462 -0.379 1.727 -2.971 0.768
O 0.627 -2.062 0.984 -1.287 -1.832 -1.720
O -1.350 -1.612 -1.011 -3.380 2.093 -1.048
```
Forces are in eV/Å.

Output
Lowest unoccupied orbital energy ... 0.41 eV
Kohn-Sham gap ... 8.2356 eV
2S+1 ... 1
HOMO level ... -7.83 eV